one:
{"formula": "C43H64N11O5", "method": "ωB97M-V/def2-TZVPD", "symbols": ["C", "C", "C", "C", "C", "C", "N", "O", "C", "C", "C", "H", "H", "H", "H", "H", "H", "H", "H", "H", "H", "H", "H", "H", "H", "H", "H", "H", "H", "N", "C", "C", "C", "C", "H", "H", "H", "H", "H", "N", "C", "C", "C", "C", "H", "H", "H", "H", "H", "N", "C", "C", "C", "C", "H", "H", "H", "H", "H", "N", "C", "C", "C", "C", "H", "H", "H", "H", "H", "N", "C", "C", "C", "C", "H", "H", "H", "H", "H", "N", "C", "C", "C", "C", "H", "H", "H", "H", "H", "N", "C", "C", "C", "C", "H", "H", "H", "H", "H", "N", "C", "C", "C", "C", "H", "H", "H", "H", "H", "C", "N", "O", "O", "H", "H", "H", "C", "N", "O", "O", "H", "H", "H"], "coordinates": [[0.787, 1.661, -0.424], [-0.070, 0.622, 0.300], [-1.594, 0.974, 0.253], [-2.292, 0.573, -1.051], [-2.154, -1.022, -1.276], [-0.676, -1.458, -1.226], [0.113, -0.747, -0.161], [1.320, -1.233, -0.058], [0.040, -1.218, -2.555], [-0.529, -2.933, -0.933], [0.289, 0.657, 1.748], [0.467, 2.625, -0.033], [0.592, 1.321, -1.570], [1.861, 1.599, -0.038], [-1.786, 1.968, 0.436], [-2.205, 0.401, 1.036], [-2.003, 0.968, -1.955], [-3.378, 1.067, -1.129], [-2.562, -1.409, -2.376], [-2.707, -1.437, -0.536], [-0.538, -1.898, -3.254], [0.994, -1.335, -2.615], [-0.115, -0.350, -2.948], [0.520, -3.220, -1.077], [-1.247, -3.520, -1.637], [-0.807, -3.343, -0.053], [-0.379, 0.130, 2.564], [0.156, 1.823, 2.029], [1.124, 0.321, 2.094], [-0.265, 5.975, 3.498], [-0.364, 4.972, 4.579], [0.439, 3.799, 4.052], [1.000, 4.170, 2.698], [0.666, 5.619, 2.424], [-0.627, 7.063, 3.456], [-0.868, 5.213, 5.390], [0.413, 2.852, 4.530], [1.736, 3.666, 2.174], [0.734, 6.343, 1.763], [4.369, 1.641, -0.759], [4.171, 0.325, -1.224], [3.544, 0.424, -2.626], [3.486, 1.874, -2.905], [3.902, 2.612, -1.690], [4.595, 1.743, 0.082], [4.435, -0.480, -0.575], [3.252, -0.544, -3.271], [3.251, 2.235, -3.799], [3.844, 3.782, -1.332], [-2.011, 2.271, -5.100], [-1.106, 1.488, -5.917], [0.330, 1.627, -5.267], [0.124, 2.732, -4.269], [-1.372, 3.043, -4.152], [-3.008, 2.151, -5.190], [-1.491, 0.848, -6.722], [1.230, 1.259, -5.504], [0.734, 3.163, -3.715], [-1.812, 3.829, -3.676], [-4.377, -3.024, 1.286], [-3.308, -3.921, 1.628], [-2.475, -3.203, 2.702], [-3.198, -1.811, 3.011], [-4.324, -1.825, 1.976], [-4.931, -3.132, 0.547], [-3.392, -4.813, 1.191], [-1.537, -3.627, 2.998], [-2.859, -1.001, 3.703], [-5.028, -1.015, 1.792], [1.758, -6.310, 2.534], [2.625, -6.343, 1.413], [2.392, -4.976, 0.742], [1.434, -4.191, 1.588], [1.156, -5.106, 2.747], [1.768, -7.076, 3.019], [3.574, -6.985, 1.572], [2.948, -4.683, -0.252], [1.185, -3.172, 1.362], [0.744, -4.835, 3.802], [6.116, -1.473, 3.544], [5.870, -2.151, 2.396], [4.460, -2.047, 2.026], [3.875, -1.085, 3.033], [4.975, -0.780, 3.987], [7.073, -1.329, 3.877], [6.764, -2.663, 2.060], [3.870, -2.530, 1.323], [2.900, -0.750, 3.007], [4.936, -0.156, 4.826], [-1.985, 4.742, 1.734], [-1.832, 4.718, 0.338], [-3.144, 4.277, -0.258], [-4.089, 4.331, 0.890], [-3.354, 4.688, 2.136], [-1.143, 4.862, 2.636], [-0.852, 4.775, 0.045], [-3.246, 4.051, -1.252], [-5.240, 4.290, 0.815], [-3.433, 4.788, 3.175], [-5.094, 2.364, -5.916], [-5.234, 3.141, -4.780], [-5.030, 2.298, -3.567], [-4.761, 0.918, -3.965], [-4.770, 0.976, -5.520], [-5.374, 2.548, -6.811], [-5.402, 4.064, -4.904], [-5.082, 2.716, -2.581], [-4.549, 0.017, -3.402], [-4.616, 0.136, -6.031], [1.643, -2.013, 6.432], [1.123, -1.445, 5.100], [1.212, -0.267, 4.884], [0.797, -2.357, 4.183], [2.680, -2.052, 6.304], [1.230, -3.051, 6.794], [1.358, -1.233, 7.051], [2.010, -5.276, -3.506], [2.856, -4.168, -3.193], [3.856, -4.049, -3.856], [2.518, -3.421, -2.330], [1.962, -5.839, -2.561], [2.339, -5.853, -4.245], [1.153, -4.887, -3.810]], "lowdin_charge": [0.031, -0.475, -0.102, -0.139, -0.068, -0.420, 0.116, 0.153, 0.023, -0.023, -0.022, 0.075, 0.140, 0.097, 0.063, 0.139, 0.046, 0.150, 0.181, 0.047, 0.144, 0.007, 0.013, 0.064, 0.146, 0.022, 0.129, 0.132, -0.015, -0.091, -0.018, -0.029, -0.066, -0.055, 0.233, 0.041, 0.062, 0.045, 0.050, 0.004, -0.063, -0.056, -0.099, -0.089, 0.027, 0.074, 0.122, 0.021, 0.154, -0.018, -0.040, -0.020, -0.052, -0.077, 0.044, 0.079, 0.011, -0.036, 0.056, -0.015, -0.053, -0.031, -0.037, -0.132, 0.077, 0.042, 0.023, 0.072, 0.095, -0.024, -0.088, -0.085, -0.088, -0.114, 0.058, 0.124, 0.091, 0.039, 0.122, -0.029, -0.129, -0.048, -0.050, -0.091, 0.156, 0.104, 0.028, 0.011, 0.069, -0.070, -0.121, -0.084, -0.103, -0.095, 0.140, 0.044, 0.018, 0.097, 0.063, 0.029, -0.067, -0.077, -0.047, -0.046, 0.106, 0.032, 0.063, 0.065, 0.037, 0.074, -0.347, 0.065, -0.033, 0.069, 0.147, 0.060, 0.067, -0.456, 0.105, 0.042, 0.131, 0.065, 0.064], "multiplicity": 1, "charge": 1, "e_homo_ev": -9.432}

=====

two:
{"formula": "C43H64N11O5", "method": "ωB97M-V/def2-TZVPD", "symbols": ["C", "C", "C", "C", "C", "C", "N", "O", "C", "C", "C", "H", "H", "H", "H", "H", "H", "H", "H", "H", "H", "H", "H", "H", "H", "H", "H", "H", "H", "N", "C", "C", "C", "C", "H", "H", "H", "H", "H", "N", "C", "C", "C", "C", "H", "H", "H", "H", "H", "N", "C", "C", "C", "C", "H", "H", "H", "H", "H", "N", "C", "C", "C", "C", "H", "H", "H", "H", "H", "N", "C", "C", "C", "C", "H", "H", "H", "H", "H", "N", "C", "C", "C", "C", "H", "H", "H", "H", "H", "N", "C", "C", "C", "C", "H", "H", "H", "H", "H", "N", "C", "C", "C", "C", "H", "H", "H", "H", "H", "C", "N", "O", "O", "H", "H", "H", "C", "N", "O", "O", "H", "H", "H"], "coordinates": [[1.507, -2.361, -1.942], [0.631, -2.254, -0.731], [1.483, -2.460, 0.623], [2.143, -1.179, 1.208], [1.790, 0.076, 0.538], [0.302, 0.254, 0.123], [-0.032, -0.922, -0.696], [-1.140, -0.910, -1.422], [0.155, 1.704, -0.543], [-0.666, 0.201, 1.304], [-0.370, -3.413, -0.681], [2.341, -1.489, -2.144], [0.790, -2.206, -2.739], [1.917, -3.408, -2.175], [2.095, -3.178, 0.400], [0.815, -2.704, 1.375], [3.190, -1.193, 1.324], [1.718, -1.227, 2.332], [2.580, 0.273, -0.191], [2.010, 0.624, 1.461], [0.461, 2.474, 0.103], [-0.851, 1.943, -0.980], [0.854, 1.723, -1.315], [-0.138, 0.872, 2.197], [-0.630, -0.720, 1.854], [-1.757, 0.439, 1.253], [-0.915, -3.482, -1.502], [-0.788, -3.588, 0.239], [0.185, -4.327, -0.564], [4.276, -0.936, -4.461], [3.697, -1.327, -5.613], [2.324, -0.582, -5.717], [2.264, 0.358, -4.503], [3.617, 0.070, -3.802], [5.268, -1.393, -4.017], [4.093, -2.176, -6.134], [1.547, -0.761, -6.437], [1.515, 0.990, -4.288], [3.953, 0.655, -2.913], [-4.418, 4.466, -1.023], [-4.522, 3.646, -2.104], [-4.177, 2.311, -1.632], [-3.711, 2.455, -0.228], [-3.920, 3.979, 0.158], [-4.564, 5.473, -0.978], [-4.636, 3.858, -3.115], [-4.149, 1.321, -2.127], [-3.597, 1.808, 0.543], [-4.079, 4.482, 1.290], [2.016, -6.474, -6.086], [1.218, -7.626, -6.095], [0.671, -7.748, -4.682], [1.341, -6.688, -3.841], [2.192, -5.858, -4.872], [2.549, -6.127, -6.999], [1.192, -8.133, -6.932], [-0.051, -8.576, -4.550], [1.189, -6.436, -2.744], [2.697, -4.896, -4.589], [-0.586, 5.946, -4.153], [0.629, 5.357, -4.065], [0.542, 4.487, -2.747], [-0.854, 4.553, -2.282], [-1.558, 5.510, -3.211], [-0.666, 6.533, -4.921], [1.442, 5.506, -4.877], [1.455, 3.949, -2.404], [-1.240, 4.250, -1.371], [-2.454, 5.860, -3.025], [3.390, 6.433, 0.526], [2.428, 5.393, 0.667], [2.942, 4.429, 1.751], [4.272, 5.062, 2.063], [4.459, 6.284, 1.301], [3.487, 7.300, -0.028], [1.395, 5.248, 0.068], [2.541, 3.510, 1.924], [5.100, 4.638, 2.735], [5.122, 6.890, 1.008], [5.431, -4.000, 1.432], [4.932, -4.920, 0.452], [3.856, -5.703, 1.008], [3.531, -4.955, 2.278], [4.606, -3.960, 2.537], [6.235, -3.413, 1.308], [5.516, -5.094, -0.444], [3.388, -6.493, 0.397], [2.674, -5.167, 2.827], [4.676, -3.079, 3.142], [-6.573, 1.067, 2.922], [-5.277, 1.594, 2.884], [-4.327, 0.619, 3.258], [-5.302, -0.553, 3.583], [-6.606, -0.194, 3.291], [-7.423, 1.648, 2.612], [-5.138, 2.661, 2.464], [-3.251, 0.602, 3.178], [-4.906, -1.475, 3.887], [-7.307, -0.659, 3.502], [0.274, 3.885, 4.976], [-0.573, 3.245, 5.983], [-1.705, 2.579, 5.120], [-1.390, 2.965, 3.774], [-0.232, 3.967, 3.700], [1.032, 4.402, 5.306], [-0.379, 3.248, 7.010], [-2.434, 1.869, 5.482], [-2.113, 2.903, 3.002], [0.405, 4.461, 2.910], [-0.582, -3.084, 6.134], [0.341, -2.863, 5.018], [-0.204, -2.190, 4.108], [1.412, -3.340, 5.040], [-0.171, -2.645, 6.949], [-0.357, -4.175, 6.297], [-1.508, -2.864, 5.807], [-5.960, -0.865, -0.222], [-4.706, -1.509, -0.563], [-3.968, -1.202, -1.587], [-4.302, -2.116, 0.377], [-6.522, -0.322, -1.006], [-5.770, -0.122, 0.453], [-6.646, -1.589, 0.233]], "lowdin_charge": [-0.007, -0.417, -0.066, -0.177, -0.149, -0.392, 0.099, 0.175, 0.023, 0.004, 0.017, 0.126, 0.078, 0.124, 0.043, 0.077, 0.096, 0.149, 0.129, 0.127, 0.070, 0.090, 0.045, 0.163, 0.055, 0.088, 0.051, 0.075, 0.105, -0.093, -0.127, -0.030, -0.037, -0.172, 0.250, 0.080, 0.053, 0.011, 0.095, -0.071, -0.118, -0.068, -0.072, -0.094, 0.149, 0.084, 0.077, -0.012, 0.157, -0.082, -0.086, -0.079, -0.078, -0.135, 0.204, 0.034, 0.075, 0.067, 0.086, -0.035, -0.092, -0.087, -0.079, -0.055, 0.113, 0.129, 0.064, 0.027, 0.021, -0.034, -0.087, -0.066, -0.087, -0.141, 0.166, 0.119, 0.010, 0.098, 0.038, -0.025, -0.126, -0.073, -0.073, -0.109, 0.130, 0.088, 0.088, 0.041, 0.092, -0.011, -0.147, -0.041, -0.041, -0.149, 0.198, 0.111, 0.057, 0.063, -0.002, -0.043, -0.021, -0.064, -0.142, -0.077, 0.108, 0.056, 0.063, 0.036, 0.093, 0.072, -0.446, 0.017, 0.115, 0.074, 0.137, 0.063, 0.022, -0.378, -0.002, 0.083, 0.115, 0.042, 0.114], "multiplicity": 1, "charge": 1, "e_homo_ev": -9.418}

=====

Last place for stability: one

=====

one:
{"formula": "C11H15NO", "method": "ωB97M-V/def2-TZVPD", "symbols": ["C", "O", "C", "C", "C", "C", "C", "C", "C", "C", "C", "N", "C", "H", "H", "H", "H", "H", "H", "H", "H", "H", "H", "H", "H", "H", "H", "H"], "coordinates": [[-3.349, 2.062, 0.033], [-2.023, 1.810, -0.029], [-1.598, 0.579, 0.260], [-2.479, -0.433, 0.830], [-1.978, -1.521, 1.314], [-0.643, -1.770, 1.040], [0.166, -1.062, 0.314], [-0.321, 0.100, -0.153], [0.589, 1.037, -1.016], [1.932, 0.465, -1.171], [2.488, -0.227, -0.038], [3.698, -0.754, -0.388], [1.758, -1.303, 0.522], [-3.346, 3.135, -0.166], [-3.889, 1.311, -0.582], [-3.883, 1.894, 1.141], [-3.602, -0.284, 0.733], [-2.596, -2.429, 1.695], [-0.298, -2.606, 1.690], [0.642, 2.076, -0.522], [-0.120, 1.339, -1.879], [1.748, -0.155, -2.068], [2.651, 1.193, -1.717], [2.735, 0.616, 0.766], [4.193, -0.048, -1.142], [3.462, -1.520, -1.163], [1.989, -2.269, 0.009], [2.074, -1.239, 1.686]], "lowdin_charge": [-0.138, -0.084, -0.193, -0.057, -0.124, -0.119, -0.174, -0.091, -0.140, -0.243, -0.627, -0.009, -0.077, 0.096, 0.097, 0.145, 0.121, 0.148, 0.128, 0.136, 0.146, 0.134, 0.149, 0.196, 0.141, 0.129, 0.130, 0.181], "multiplicity": 1, "smiles": "COc1cccc2c1CC[C@H](N)C2", "e_homo_ev": -8.094}

=====

two:
{"formula": "C11H15NO", "method": "ωB97M-V/def2-TZVPD", "symbols": ["C", "C", "C", "N", "C", "C", "C", "C", "C", "C", "H", "H", "H", "H", "H", "H", "H", "H", "H", "C", "C", "O", "H", "H", "H", "H", "H", "H"], "coordinates": [[-2.510, 2.023, 2.186], [-1.131, 1.592, 1.762], [-0.347, 2.456, 0.987], [0.661, 1.705, 0.532], [0.738, 0.519, 1.214], [1.652, -0.586, 1.125], [1.468, -1.550, 2.097], [0.347, -1.592, 2.868], [-0.699, -0.622, 2.864], [-0.413, 0.431, 2.074], [-3.247, 1.122, 2.540], [-2.996, 2.597, 1.380], [-2.614, 2.919, 2.846], [-0.603, 3.602, 0.912], [1.550, 2.075, 0.129], [2.468, -0.615, 0.464], [2.035, -2.452, 1.878], [0.114, -2.458, 3.512], [-1.543, -0.728, 3.497], [-0.046, -0.687, -4.557], [0.716, -1.712, -3.590], [1.285, -0.812, -2.623], [0.804, -0.172, -5.008], [-0.668, -0.115, -3.898], [-0.795, -1.247, -5.107], [0.073, -2.573, -3.262], [1.359, -2.327, -4.247], [2.343, -0.792, -2.577]], "lowdin_charge": [-0.081, -0.256, -0.079, 0.043, -0.172, -0.005, -0.134, -0.104, -0.014, -0.183, 0.126, 0.056, 0.069, 0.166, 0.178, 0.082, 0.104, 0.103, 0.100, -0.080, -0.317, -0.147, 0.072, 0.053, 0.061, 0.108, 0.096, 0.154], "multiplicity": 1, "smiles": "Cc1c[nH]c2ccccc12.CCO", "e_homo_ev": -7.372}

=====

Last place for stability: one